This record from OMol25 describes C37H47HfN6O3PSe as an isolated structure. The level of theory is ωB97M-V/def2-TZVPD.

The LUMO energy comes out at -5.831 eV. Its max |F| is 0.0127 hartree/bohr. The HOMO energy comes out at -12.379 eV.

```
! RIJCOSX wB97M-V def2-TZVPD def2/J DEFGRID3
* xyz 2 1
Hf 0.041 0.081 0.102
C -3.796 -2.626 1.526
C -2.278 -2.563 1.304
C -1.594 -3.747 1.986
C -1.761 -1.220 1.785
C -2.313 -0.021 1.286
C -2.052 1.209 1.897
C -1.257 1.291 3.046
C -1.097 2.590 3.783
C -0.664 0.120 3.497
C -0.877 -1.102 2.863
H -4.156 -3.633 1.313
H -4.336 -1.939 0.872
H -4.047 -2.388 2.563
H -2.099 -2.623 0.227
H -1.876 -3.812 3.040
H -0.503 -3.694 1.930
H -1.909 -4.674 1.507
H -3.076 -0.075 0.525
H -2.569 2.092 1.539
H -0.467 3.289 3.226
H -0.640 2.436 4.759
H -2.066 3.069 3.926
H -0.029 0.153 4.376
H -0.429 -1.989 3.289
C -1.106 -3.223 -4.651
C -0.179 -2.846 -3.498
C -0.618 -3.598 -2.189
C 0.194 -3.291 -1.035
C 0.942 -2.174 -1.013
N 1.310 -1.508 0.198
C 2.087 -2.135 1.181
C 2.481 -3.473 1.098
C 3.149 -4.100 2.130
C 3.440 -3.427 3.317
C 4.129 -4.115 4.465
C 3.108 -2.086 3.378
C 2.490 -1.433 2.316
N 2.396 0.000 2.392
C 3.192 0.775 3.149
C 2.843 2.091 2.949
C 1.817 2.038 2.023
N 1.540 0.773 1.672
C 1.332 -1.503 -2.267
C 0.954 -1.976 -3.462
N 2.136 -0.324 -2.158
C 3.275 0.018 -2.773
C 3.600 1.302 -2.377
C 2.582 1.674 -1.505
N 1.693 0.688 -1.374
H -1.038 -4.247 -5.014
H -2.977 -2.329 -4.147
H -1.018 -2.528 -5.487
H -1.027 -4.597 -2.301
H 0.063 -3.880 -0.138
H 2.257 -4.027 0.198
H 3.434 -5.139 2.020
H 3.865 -5.171 4.507
H 5.214 -4.052 4.355
H 3.867 -3.659 5.419
H 3.333 -1.539 4.286
H 3.975 0.354 3.755
H 3.284 2.961 3.405
H 1.263 2.846 1.590
H 1.355 -1.571 -4.383
H 3.776 -0.667 -3.439
H 4.460 1.879 -2.669
H 2.448 2.599 -0.966
Se -1.668 -0.762 -1.861
C -1.453 -2.476 -2.705
N -2.296 -2.980 -3.785
C -0.766 3.420 -4.717
C -0.349 2.408 -3.682
O -0.452 3.021 -2.358
P -1.089 2.310 -1.097
O -2.542 2.920 -0.948
C -3.584 2.690 -1.951
C -4.264 4.000 -2.254
O -0.324 3.036 0.119
C -0.313 4.505 0.270
C 0.978 5.095 -0.245
H -0.639 2.998 -5.715
H -0.153 4.319 -4.643
H -1.813 3.700 -4.590
H 0.691 2.108 -3.809
H -0.969 1.511 -3.717
H -4.273 1.964 -1.526
H -3.142 2.252 -2.847
H -4.822 4.359 -1.391
H -4.959 3.867 -3.083
H -3.530 4.756 -2.537
H -0.457 4.691 1.332
H -1.173 4.902 -0.264
H 1.847 4.729 0.304
H 0.941 6.178 -0.119
H 1.105 4.879 -1.305
*
```

This record from OMol25 describes C17H12AuF2N2O3S4Sb as an isolated structure. The level of theory is ωB97M-V/def2-TZVPD.

As for the expectation value of S²: 0.758. The energy above the lowest of the compared OMol25 structures with the same formula, charge and spin is 0.000 eV. The LUMO energy (spin up / spin down) comes out at 0.675 / -0.878 eV. Its max |F| is 0.0078 hartree/bohr. The HOMO energy (spin up / spin down) comes out at -5.003 / -5.003 eV.

```
! RIJCOSX wB97M-V def2-TZVPD def2/J DEFGRID3
* xyz -1 2
Au -0.315 -0.517 -0.100
S -0.719 -4.046 3.174
Sb 0.516 -2.106 2.755
S -1.104 -0.468 2.150
S 1.114 -2.224 0.423
F 2.577 -1.595 -4.521
C 1.614 -0.869 -3.937
C 1.242 -1.164 -2.640
C 0.258 -0.396 -2.045
C -0.360 0.656 -2.743
C 0.054 0.890 -4.050
F -0.511 1.880 -4.772
C 1.039 0.154 -4.667
C -1.369 1.436 -2.016
C -2.153 2.462 -2.532
C -3.015 3.147 -1.695
C -3.115 2.792 -0.361
C -2.346 1.741 0.092
N -1.495 1.096 -0.710
H 1.726 -1.977 -2.115
H 1.352 0.383 -5.675
H -2.083 2.726 -3.573
H -3.605 3.964 -2.090
H -3.769 3.315 0.322
H -2.391 1.394 1.115
N 1.309 2.031 0.755
C 2.452 2.848 0.921
C 3.226 3.185 -0.185
C 4.336 4.002 -0.039
C 4.702 4.481 1.213
C 3.948 4.116 2.319
C 2.832 3.299 2.177
S 6.037 5.666 1.361
O 6.394 5.634 2.774
O 7.068 5.164 0.461
O 5.436 6.920 0.927
H 0.654 2.043 1.521
H 0.870 2.149 -0.142
H 2.950 2.799 -1.163
H 4.939 4.272 -0.897
H 4.251 4.485 3.290
H 2.247 3.012 3.046
*
```

This record from OMol25 describes an isolated ion of composition C3H3N2S and charge +1 in a non-equilibrium geometry. The level of theory is ωB97M-V/def2-TZVPD.

The energy above the lowest of the compared OMol25 structures with the same formula, charge and spin is 4.124 eV. The LUMO energy (spin up / spin down) comes out at -6.515 / -6.515 eV. Its max |F| is 0.0851 hartree/bohr. The HOMO energy (spin up / spin down) comes out at -12.530 / -12.529 eV.

```
! RIJCOSX wB97M-V def2-TZVPD def2/J DEFGRID3
* xyz 1 1
C -1.074 0.124 0.204
C 0.393 -0.551 -1.505
C 0.765 -0.744 1.495
N -0.577 -0.255 -0.963
N -0.216 -0.112 1.151
S -2.694 0.697 0.505
H 0.959 -0.886 -2.373
H 1.744 -0.717 1.903
H -2.378 0.440 1.763
*
```

This record from OMol25 describes one molecule with the formula C2H8N6 in a non-equilibrium geometry. The level of theory is ωB97M-V/def2-TZVPD.

The energy above the lowest of the compared OMol25 structures with the same formula, charge and spin is 3.532 eV. The LUMO energy comes out at 0.419 eV. Its max |F| is 0.1404 hartree/bohr. The HOMO energy comes out at -8.811 eV.

```
! RIJCOSX wB97M-V def2-TZVPD def2/J DEFGRID3
* xyz 0 1
H 1.262 -0.202 -2.055
N 0.247 -0.566 -2.291
C -0.311 -0.571 -1.131
N -1.711 -0.652 -0.881
C 0.303 0.006 0.001
N 0.159 -0.134 1.346
N -0.584 -1.394 1.536
N 0.925 1.222 -0.431
N 1.128 2.269 0.500
H -2.049 -1.421 -1.381
H -2.062 -0.761 0.050
H 0.324 -2.079 1.503
H -0.828 -1.341 2.609
H 0.598 1.545 -1.396
H 0.435 1.880 1.199
H 2.165 2.199 0.822
*
```

This record from OMol25 describes C38H46CsNOP2SSi as an isolated structure in a non-equilibrium geometry. The level of theory is ωB97M-V/def2-TZVPD.

The LUMO energy comes out at 0.075 eV. Its max |F| is 0.0534 hartree/bohr. The HOMO energy comes out at -5.370 eV.

```
! RIJCOSX wB97M-V def2-TZVPD def2/J DEFGRID3
* xyz 0 1
Cs 0.074 2.292 -0.457
C 2.339 -0.826 0.876
N 1.016 -1.159 0.338
C 0.229 -2.020 1.230
P -1.578 -1.646 1.086
C -2.324 -3.218 1.613
C -2.054 -3.855 2.826
C -2.638 -5.071 3.131
C -3.510 -5.668 2.224
C -3.794 -5.045 1.021
C -3.202 -3.823 0.718
C -1.805 -0.611 2.589
C -0.861 0.360 2.913
C -1.028 1.200 4.006
C -2.167 1.099 4.791
C -3.135 0.158 4.461
C -2.953 -0.690 3.378
C 1.019 -1.612 -1.033
C 0.181 -1.026 -1.970
C 0.248 -1.425 -3.301
C 1.124 -2.427 -3.686
C 1.937 -3.037 -2.742
C 1.883 -2.633 -1.419
P 2.972 0.710 0.048
C 3.743 0.089 -1.497
C 3.107 0.365 -2.703
C 3.621 -0.126 -3.899
C 4.790 -0.867 -3.899
C 5.448 -1.129 -2.700
C 4.922 -0.657 -1.511
C 4.474 1.123 1.020
C 4.656 0.733 2.342
C 5.773 1.147 3.063
C 6.724 1.956 2.465
C 6.556 2.349 1.142
C 5.443 1.935 0.430
H 3.068 -1.650 0.843
H 2.189 -0.579 1.929
H 0.564 -1.845 2.254
H 0.382 -3.086 1.009
H -1.390 -3.387 3.545
H -2.422 -5.558 4.074
H -3.968 -6.620 2.461
H -4.474 -5.502 0.315
H -3.417 -3.332 -0.224
H 0.023 0.488 2.300
H -0.262 1.930 4.239
H -2.296 1.746 5.649
H -4.035 0.073 5.056
H -3.711 -1.431 3.153
H -0.504 -0.240 -1.684
H -0.372 -0.926 -4.030
H 1.182 -2.723 -4.726
H 2.630 -3.815 -3.038
H 2.533 -3.092 -0.684
H 2.188 0.948 -2.735
H 3.101 0.080 -4.826
H 5.193 -1.242 -4.831
H 6.364 -1.706 -2.698
H 5.441 -0.861 -0.580
H 3.933 0.098 2.838
H 5.897 0.829 4.090
H 7.595 2.278 3.020
H 7.293 2.977 0.660
H 5.337 2.243 -0.605
C -3.279 -0.507 -2.821
Si -3.192 1.345 -3.174
C -4.386 2.139 -1.932
C -4.080 1.553 -4.825
C -1.547 2.024 -2.991
H -4.307 -0.869 -2.913
H -2.924 -0.743 -1.814
H -2.684 -1.078 -3.532
H -5.417 1.805 -2.076
H -4.381 3.229 -2.037
H -4.091 1.889 -0.907
H -5.085 1.118 -4.804
H -3.516 1.071 -5.628
H -4.169 2.611 -5.085
H -1.521 3.100 -3.235
H -0.787 1.528 -3.620
C -2.155 5.043 3.057
S -1.913 3.804 1.820
C -3.022 4.438 0.597
O -0.505 3.976 1.263
H -1.900 6.016 2.636
H -1.493 4.805 3.888
H -3.190 5.013 3.394
H -4.029 4.376 1.011
H -2.963 3.804 -0.287
H -2.751 5.466 0.352
*
```